# 1
Here is 6 unconnected molecules or ions with the total composition C19H48FO5 at a distorted geometry from the Open Molecules 2025 dataset. Energies are from wB97M-V/def2-TZVPD.

```
73
C19H48FO5 wB97M-V/def2-TZVPD
C -3.632 -1.868 2.106
C -2.567 -0.878 2.090
F -2.537 -0.005 0.820
C -2.568 0.191 3.202
C -1.452 0.000 4.235
H -4.495 -1.529 1.529
H -3.279 -2.827 1.732
H -1.595 -1.372 2.070
H -3.544 0.164 3.672
H -2.484 1.165 2.720
H -0.844 -0.861 3.970
H -1.840 -0.172 5.234
H -0.792 0.864 4.255
C -0.748 2.888 -0.529
C 0.182 2.450 0.594
C 0.549 0.981 0.458
O -0.450 2.651 1.857
H -1.667 2.296 -0.502
H -1.021 3.938 -0.413
H -0.278 2.750 -1.505
H 1.080 3.072 0.582
H -0.350 0.366 0.544
H 1.231 0.680 1.256
H 1.021 0.780 -0.505
H -1.210 2.055 1.829
C -1.132 -3.364 -0.080
C -1.444 -2.902 -1.495
C -0.759 -1.582 -1.816
O -2.855 -2.796 -1.671
H -1.503 -2.634 0.642
H -1.626 -4.312 0.131
H -0.056 -3.487 0.068
H -1.115 -3.661 -2.210
H -1.120 -0.801 -1.144
H -0.986 -1.268 -2.838
H 0.324 -1.656 -1.708
H -3.173 -2.155 -1.020
C 3.673 1.692 -3.732
C 3.110 0.354 -3.280
C 3.261 -0.718 -4.349
O 1.742 0.493 -2.906
H 3.134 2.051 -4.615
H 3.560 2.439 -2.947
H 4.732 1.618 -3.983
H 3.623 0.034 -2.371
H 2.713 -0.431 -5.251
H 2.853 -1.666 -4.000
H 4.309 -0.866 -4.617
H 1.249 0.773 -3.683
C 4.586 6.638 -4.389
C 4.069 5.642 -3.362
C 3.409 6.340 -2.183
O 5.123 4.792 -2.914
H 5.344 7.286 -3.939
H 5.049 6.117 -5.227
H 3.781 7.267 -4.771
H 3.348 4.974 -3.835
H 4.133 6.980 -1.669
H 3.041 5.610 -1.463
H 2.573 6.961 -2.506
H 5.787 5.341 -2.486
C -3.306 -6.898 4.705
C -2.924 -5.480 4.294
C -3.189 -4.479 5.409
O -3.603 -5.085 3.119
H -4.375 -6.949 4.930
H -3.104 -7.598 3.893
H -2.754 -7.222 5.591
H -1.864 -5.455 4.032
H -4.256 -4.458 5.650
H -2.911 -3.478 5.080
H -2.634 -4.733 6.317
H -4.546 -5.046 3.301
```

For the frontier orbital gap, the calculation gives 4.2 eV. As for the charge: -1. The calculation puts the HOMO energy at -2.086 eV.

---

# 2
Here is a molecular structure, C19H49CuO18S5 at a distorted geometry from the Open Molecules 2025 dataset. Energies are from wB97M-V/def2-TZVPD.

```
92
C19H49CuO18S5 wB97M-V/def2-TZVPD
Cu -0.055 1.060 0.229
C 3.454 3.849 1.093
C 2.450 3.103 1.985
O 1.158 2.813 1.387
H 3.078 4.841 0.844
H 3.639 3.324 0.156
H 4.342 3.969 1.713
H 2.484 3.617 2.945
H 2.965 2.153 2.127
O -1.989 5.801 -0.051
C -3.027 4.855 -0.274
C -2.549 3.388 -0.598
O -1.565 2.759 0.240
H -3.695 5.126 -1.092
H -3.757 4.922 0.533
H -2.068 3.424 -1.575
H -3.379 2.685 -0.673
O 0.454 -2.115 -2.981
S -0.484 -2.033 -1.813
O -0.415 -0.910 -0.839
O -1.972 -2.042 -2.534
C -2.240 -2.843 -3.664
C -3.731 -2.825 -4.030
C -0.495 -3.668 -0.965
H -1.817 -3.835 -3.506
H -1.696 -2.290 -4.430
H -4.334 -3.367 -3.302
H -3.902 -3.285 -5.003
H -3.926 -1.753 -4.044
H -1.482 -4.116 -1.080
H -0.184 -3.425 0.051
H 0.229 -4.294 -1.485
O -0.157 3.188 -3.884
S 0.120 1.911 -3.267
O 0.239 1.762 -1.800
O -0.999 0.875 -3.777
C -2.350 1.321 -3.863
C -2.874 0.980 -5.261
C 1.490 1.017 -4.066
H -2.479 2.379 -3.632
H -2.978 0.868 -3.096
H -3.958 1.090 -5.215
H -2.591 0.002 -5.651
H -2.509 1.774 -5.912
H 2.437 1.173 -3.549
H 1.472 1.348 -5.104
H 1.344 -0.059 -3.965
O 2.147 0.382 -0.161
S 3.577 0.389 -0.469
O 4.140 1.239 -1.568
O 4.482 0.519 0.921
C 5.908 0.703 0.810
C 6.464 1.048 2.214
C 4.067 -1.321 -0.885
H 6.063 1.598 0.208
H 6.358 -0.206 0.410
H 7.432 1.541 2.125
H 6.451 0.194 2.891
H 5.877 1.828 2.700
H 5.102 -1.198 -1.204
H 3.339 -1.571 -1.656
H 4.031 -1.847 0.069
O -1.983 -0.015 1.082
S -3.046 -1.025 1.243
O -2.706 -2.437 1.142
O -3.815 -0.752 2.695
C -4.533 -1.747 3.359
C -5.932 -1.194 3.550
C -4.509 -0.687 0.117
H -4.014 -2.138 4.235
H -4.746 -2.634 2.763
H -6.652 -1.839 4.054
H -6.272 -0.818 2.585
H -5.830 -0.311 4.180
H -5.270 -1.467 0.098
H -4.105 -0.487 -0.876
H -4.825 0.228 0.618
O 0.584 -0.016 2.071
S 1.002 -1.301 2.617
O 1.398 -2.429 1.769
O 2.233 -0.954 3.637
C 3.094 -1.956 4.043
C 4.461 -1.340 4.243
C -0.284 -1.810 3.850
H 3.119 -2.723 3.269
H 2.674 -2.480 4.901
H 5.112 -1.983 4.835
H 4.290 -0.376 4.721
H 5.007 -1.302 3.300
H -1.169 -2.074 3.271
H -0.500 -1.025 4.575
H 0.076 -2.722 4.326
```

For the frontier orbital gap (alpha / beta), the calculation gives 5.5 / 5.3 eV. As for the expectation value of S²: 2.0117. As for the multiplicity: 3. The calculation puts the HOMO energy (alpha / beta) at -5.398 / -5.341 eV.

---

# 3
Here is 4 unconnected molecules or ions with the total composition C19H49N3O9 at a distorted geometry from the Open Molecules 2025 dataset. Energies are from wB97M-V/def2-TZVPD.

```
80
C19H49N3O9 wB97M-V/def2-TZVPD
C 13.554 4.610 8.837
O 12.385 5.304 9.177
C 11.532 5.769 8.169
C 10.716 6.931 8.582
N 9.985 6.590 9.869
H 10.717 6.376 10.563
H 9.434 7.363 10.163
C 9.073 5.415 9.862
C 7.966 5.543 8.890
O 8.294 5.323 7.573
C 7.130 5.126 6.714
H 14.112 4.504 9.801
H 14.200 5.277 8.287
H 13.327 3.717 8.246
H 10.913 4.980 7.804
H 12.232 6.080 7.350
H 10.029 7.107 7.731
H 11.295 7.797 8.803
H 8.711 5.556 10.891
H 9.712 4.584 9.794
H 7.707 6.610 8.985
H 7.118 4.913 9.259
H 7.340 5.472 5.676
H 6.293 5.580 7.107
H 6.953 4.069 6.665
C 18.686 10.519 19.151
O 18.656 9.578 20.221
C 17.888 10.117 21.345
C 17.814 9.102 22.490
N 17.594 7.719 21.897
H 18.482 7.502 21.463
H 17.439 7.132 22.695
C 16.427 7.572 20.937
C 15.316 6.941 21.828
O 15.034 7.891 22.829
C 14.016 7.595 23.742
H 19.137 10.016 18.296
H 19.236 11.366 19.553
H 17.657 10.844 18.773
H 16.979 10.290 20.799
H 18.178 11.117 21.697
H 17.004 9.369 23.211
H 18.782 9.104 23.086
H 16.818 6.923 20.112
H 16.230 8.601 20.609
H 15.678 5.980 22.228
H 14.467 6.697 21.229
H 14.155 8.262 24.596
H 14.057 6.524 24.077
H 13.003 7.745 23.358
C 5.195 8.480 16.929
O 5.196 9.053 15.667
C 5.357 7.986 14.761
C 5.468 8.629 13.411
N 6.372 9.819 13.545
H 6.218 10.253 14.450
H 7.359 9.551 13.691
C 6.150 10.739 12.378
C 6.908 12.015 12.524
O 8.266 11.674 12.623
C 9.202 12.666 12.242
H 6.109 7.958 17.192
H 4.341 7.853 17.156
H 5.200 9.262 17.654
H 4.533 7.267 14.816
H 6.271 7.480 15.025
H 4.503 9.013 13.179
H 5.918 8.088 12.564
H 5.109 10.939 12.325
H 6.498 10.327 11.469
H 6.645 12.657 13.397
H 6.639 12.705 11.700
H 9.017 13.093 11.277
H 10.180 12.152 12.256
H 9.225 13.406 13.041
O 8.900 8.874 13.828
C 9.280 8.336 12.522
O 10.451 7.956 12.395
O 8.382 8.368 11.683
H 9.656 8.723 14.393
```

For the frontier orbital gap, the calculation gives 9.3 eV. As for the charge: +2. As for the relative energy (zero: lowest compared OMol25 entry of this formula, charge and spin): 0.0 kJ/mol. The calculation puts the HOMO energy at -13.041 eV.

---

# 4
Here is 4 unconnected molecules or ions with the total composition C19H49N5O7 at a distorted geometry from the Open Molecules 2025 dataset. Energies are from wB97M-V/def2-TZVPD.

```
80
C19H49N5O7 wB97M-V/def2-TZVPD
C 4.763 -4.700 0.432
O 3.862 -4.999 1.546
C 4.488 -5.676 2.624
C 3.487 -5.738 3.868
N 3.498 -4.476 4.590
C 2.787 -4.519 5.883
C 2.836 -3.218 6.703
O 2.356 -3.318 8.023
C 3.264 -4.053 8.930
H 4.334 -3.934 -0.215
H 4.865 -5.622 -0.140
H 5.795 -4.397 0.609
H 5.479 -5.290 2.863
H 4.729 -6.714 2.395
H 3.810 -6.570 4.494
H 2.529 -6.021 3.433
H 2.831 -3.891 4.107
H 3.106 -5.354 6.507
H 1.733 -4.665 5.643
H 2.281 -2.406 6.235
H 3.863 -2.853 6.671
H 3.334 -5.135 8.812
H 2.972 -3.889 9.967
H 4.274 -3.656 8.835
C -4.577 -2.155 -3.537
O -5.318 -1.250 -2.774
C -6.649 -0.985 -3.288
C -7.480 0.040 -2.534
N -6.706 1.304 -2.557
C -7.348 2.317 -1.778
C -6.962 2.355 -0.350
O -5.530 2.610 -0.239
C -4.993 2.675 1.119
H -4.914 -3.182 -3.392
H -3.557 -1.988 -3.192
H -4.628 -1.960 -4.608
H -7.239 -1.901 -3.315
H -6.640 -0.539 -4.282
H -7.803 -0.283 -1.545
H -8.364 0.217 -3.146
H -5.767 1.141 -2.223
H -8.408 2.491 -1.965
H -6.930 3.251 -2.154
H -7.241 1.388 0.069
H -7.478 3.124 0.225
H -5.101 1.713 1.619
H -5.574 3.343 1.754
H -4.006 3.137 1.089
C 0.115 7.167 -4.568
O 0.801 5.927 -4.184
C 0.649 5.522 -2.791
C 1.458 4.207 -2.437
N 2.865 4.544 -2.326
C 3.670 3.355 -2.658
C 5.168 3.666 -2.632
O 5.810 2.421 -2.874
C 7.228 2.526 -2.958
H -0.014 7.407 -5.624
H 0.801 7.942 -4.228
H -0.814 7.312 -4.017
H -0.384 5.429 -2.456
H 0.974 6.354 -2.166
H 1.289 3.578 -3.311
H 1.086 3.684 -1.556
H 3.140 5.318 -2.914
H 3.440 2.962 -3.649
H 3.529 2.644 -1.844
H 5.527 4.105 -1.701
H 5.437 4.403 -3.389
H 7.521 3.486 -3.382
H 7.502 1.682 -3.591
H 7.756 2.442 -2.008
N -2.450 -1.056 0.067
C -1.388 -1.597 0.687
N -0.857 -2.555 -0.016
O -0.855 -1.193 1.694
H -2.832 -0.163 0.342
H -2.914 -1.516 -0.703
H -0.004 -3.010 0.274
H -1.312 -2.761 -0.894
```

For the frontier orbital gap, the calculation gives 9.3 eV. As for the relative energy (zero: lowest compared OMol25 entry of this formula, charge and spin): 272.8 kJ/mol. The calculation puts the HOMO energy at -8.759 eV. Its SMILES is COCCNCCOC.COCCNCCOC.COCCNCCOC.NC(N)=O.

---

# 5
Here is 3 unconnected molecules or ions with the total composition C19H49NO10P3S2 from the Open Molecules 2025 dataset. Energies are from wB97M-V/def2-TZVPD.

```
84
C19H49NO10P3S2 wB97M-V/def2-TZVPD
C -3.169 2.007 3.492
O -3.941 1.591 2.395
C -3.231 1.662 1.174
C -4.164 1.236 0.050
C -4.117 -0.262 -0.266
C -3.146 -0.691 -1.377
C -1.766 -1.212 -0.937
C -0.617 -0.627 -1.755
C 0.717 -1.353 -1.431
P 2.132 -0.351 -0.939
C 2.842 0.546 -2.356
C 2.421 0.050 -3.749
C 2.776 1.104 -4.794
C 3.098 -1.287 -4.071
C 3.443 -1.336 -0.144
P 2.786 -2.580 0.996
O 1.674 -1.965 1.716
O 4.069 -2.999 1.819
O 2.465 -3.915 0.189
P 1.607 1.223 0.555
N 0.326 2.008 0.204
H -2.299 1.353 3.648
H -3.804 1.962 4.375
H -2.807 3.035 3.361
H -2.352 1.001 1.232
H -2.850 2.684 1.031
H -3.973 1.818 -0.854
H -5.171 1.480 0.388
H -3.872 -0.805 0.654
H -5.116 -0.593 -0.549
H -3.631 -1.485 -1.947
H -3.008 0.136 -2.084
H -1.598 -1.052 0.132
H -1.730 -2.297 -1.087
H -0.828 -0.807 -2.811
H -0.548 0.453 -1.617
H 0.550 -2.084 -0.636
H 1.070 -1.890 -2.316
H 2.582 1.600 -2.221
H 3.930 0.473 -2.259
H 1.335 -0.077 -3.769
H 2.370 0.823 -5.767
H 3.858 1.201 -4.903
H 2.372 2.083 -4.531
H 3.220 -1.934 -3.196
H 4.098 -1.117 -4.476
H 2.533 -1.856 -4.810
H 4.187 -1.695 -0.855
H 3.960 -0.641 0.531
H 4.156 -3.953 1.974
H 2.287 -3.857 -0.757
H 1.624 0.417 1.703
H 2.874 1.849 0.567
H 0.452 2.987 -0.024
O 7.775 0.057 5.533
S 8.613 -1.070 5.253
O 9.818 -0.870 4.510
O 7.726 -2.185 4.534
C 6.909 -1.730 3.431
C 7.711 -1.522 2.163
C 8.966 -1.958 6.725
H 6.391 -0.821 3.740
H 6.171 -2.518 3.306
H 8.408 -0.692 2.259
H 7.025 -1.308 1.339
H 8.281 -2.418 1.918
H 8.037 -2.133 7.261
H 9.634 -1.326 7.307
H 9.458 -2.889 6.459
O -7.801 0.303 -1.934
S -7.798 1.712 -2.198
O -6.881 2.537 -1.471
O -9.266 2.274 -2.051
C -10.008 1.910 -0.850
C -9.579 2.712 0.357
C -7.608 2.006 -3.920
H -9.896 0.837 -0.694
H -11.041 2.113 -1.123
H -8.565 2.464 0.665
H -10.257 2.494 1.183
H -9.623 3.780 0.143
H -8.326 1.397 -4.461
H -6.589 1.717 -4.171
H -7.762 3.065 -4.109
```

For the frontier orbital gap, the calculation gives 8.5 eV. As for the charge: +1. The calculation puts the HOMO energy at -11.184 eV.

---

# 6
Here is 4 unconnected molecules or ions with the total composition C19H50BrN5O5PS2 at a distorted geometry from the Open Molecules 2025 dataset. Energies are from wB97M-V/def2-TZVPD.

```
83
C19H50BrN5O5PS2 wB97M-V/def2-TZVPD
N 3.556 -4.986 1.979
C 4.526 -4.151 1.173
S 3.804 -2.600 0.411
O 4.524 -2.432 -0.984
O 4.240 -1.334 1.233
N 2.097 -2.667 0.060
S 1.110 -2.683 1.497
O -0.061 -1.659 1.231
O 1.841 -2.320 2.811
P 0.140 -4.632 1.566
O -0.537 -4.798 -0.065
Br -1.653 -4.624 2.962
H 4.063 -5.172 2.896
H 3.550 -5.939 1.506
H 5.028 -4.812 0.319
H 5.435 -3.808 1.862
H -0.328 -5.704 -0.440
C -2.071 -0.410 4.035
C -3.474 -1.002 3.925
N -4.344 -0.676 5.057
C -5.576 -1.471 5.090
C -6.567 -1.283 3.944
C -4.514 0.747 5.358
C -5.057 1.645 4.252
H -1.592 -0.701 4.976
H -1.447 -0.778 3.214
H -2.081 0.682 3.972
H -3.354 -2.091 3.873
H -3.915 -0.690 2.970
H -6.097 -1.296 6.039
H -5.293 -2.531 5.120
H -7.112 -0.341 4.031
H -7.313 -2.085 3.971
H -6.084 -1.322 2.965
H -3.543 1.149 5.674
H -5.149 0.860 6.246
H -4.585 1.457 3.285
H -4.867 2.695 4.506
H -6.138 1.539 4.140
C 4.355 1.373 -6.941
C 3.863 1.161 -5.511
N 4.619 0.149 -4.769
C 3.973 -0.254 -3.516
C 3.826 0.804 -2.426
C 6.067 0.350 -4.687
C 6.567 1.654 -4.074
H 4.370 0.431 -7.497
H 3.684 2.061 -7.466
H 5.356 1.812 -6.968
H 2.816 0.840 -5.582
H 3.859 2.127 -4.991
H 4.499 -1.120 -3.098
H 2.970 -0.629 -3.758
H 4.777 1.008 -1.931
H 3.138 0.442 -1.655
H 3.420 1.743 -2.809
H 6.482 0.270 -5.699
H 6.522 -0.490 -4.147
H 6.025 2.528 -4.442
H 7.624 1.796 -4.330
H 6.506 1.637 -2.985
C -1.881 2.931 -3.210
C -2.172 3.291 -1.755
N -2.885 2.244 -1.018
C -3.411 2.700 0.273
C -2.401 3.118 1.338
C -2.261 0.919 -1.004
C -0.845 0.809 -0.450
H -2.798 2.654 -3.739
H -1.444 3.793 -3.725
H -1.167 2.107 -3.292
H -2.792 4.196 -1.771
H -1.231 3.565 -1.263
H -4.065 1.926 0.693
H -4.076 3.553 0.085
H -1.905 2.256 1.786
H -2.920 3.642 2.148
H -1.640 3.798 0.947
H -2.255 0.533 -2.030
H -2.906 0.218 -0.460
H -0.185 1.599 -0.819
H -0.406 -0.148 -0.755
H -0.835 0.827 0.641
```

For the frontier orbital gap, the calculation gives 7.8 eV. As for the charge: -1. The calculation puts the HOMO energy at -5.684 eV.

---

no.,total energy (Eh)
1,-1228.7251
2,-5738.6453
3,-1594.1374
4,-1553.5780
5,-3380.7283
6,-5115.5565